{"formula": "C5H8N", "method": "wB97M-V/def2-TZVPD", "gap_ev": [8.470, 8.469], "e_tot_ev": -6791.369, "relative_energy_kj_mol": 648.4, "largest_force_ha_per_bohr": 0.078, "total_charge": 1, "species": ["N", "C", "C", "C", "C", "C", "H", "H", "H", "H", "H", "H", "H", "H"], "coordinates": [[1.296, -0.822, -0.673], [0.187, -0.436, 0.292], [0.908, -1.708, 0.422], [1.278, 0.443, 0.051], [1.890, 1.591, 0.092], [-2.178, 0.332, -0.031], [1.244, -1.000, -1.668], [-2.596, -0.643, -0.205], [2.769, 1.811, -0.488], [-2.245, 0.759, 0.950], [-1.976, 0.967, -0.870], [1.544, 2.353, 0.770], [0.386, -2.618, 0.150], [1.647, -1.827, 1.207]], "nbo_charge": [-0.406, 0.074, -0.230, 0.084, -0.375, -0.215, 0.448, 0.212, 0.249, 0.214, 0.209, 0.252, 0.247, 0.237]}



{"formula": "C20H44Cl14NO6P2", "method": "wB97M-V/def2-TZVPD", "gap_ev": 8.461, "e_tot_ev": -229117.608, "largest_force_ha_per_bohr": 0.088, "total_charge": 1, "species": ["Cl", "Cl", "Cl", "Cl", "Cl", "Cl", "Cl", "Cl", "Cl", "Cl", "Cl", "Cl", "Cl", "Cl", "P", "P", "O", "O", "O", "O", "O", "O", "N", "C", "C", "C", "C", "C", "C", "C", "C", "C", "C", "C", "C", "C", "C", "C", "C", "C", "C", "C", "C", "H", "H", "H", "H", "H", "H", "H", "H", "H", "H", "H", "H", "H", "H", "H", "H", "H", "H", "H", "H", "H", "H", "H", "H", "H", "H", "H", "H", "H", "H", "H", "H", "H", "H", "H", "H", "H", "H", "H", "H", "H", "H", "H", "H"], "coordinates": [[9.087, 1.511, -2.659], [-7.759, -0.267, 6.560], [4.294, -2.501, -1.591], [-5.547, -1.617, 4.363], [1.553, -4.903, -0.675], [7.149, -4.902, -0.715], [-0.750, -6.543, -2.577], [-7.417, -4.503, 1.542], [9.434, -2.732, 0.604], [-8.019, 5.504, -0.328], [6.451, 2.473, -0.676], [6.576, -0.861, 0.287], [-4.554, -5.171, -0.196], [-5.250, 4.782, -2.139], [-3.948, 2.613, 1.303], [-3.480, 0.430, -0.980], [2.597, 2.756, -0.143], [-2.384, -0.643, -0.535], [-4.052, 1.876, 2.724], [2.886, 1.243, -1.744], [-4.770, -0.067, -0.143], [-5.401, 2.639, 0.644], [-2.766, 1.729, 0.119], [-6.575, 6.531, -0.514], [-6.837, -2.481, 5.252], [0.291, 3.372, -0.625], [2.501, 1.474, -0.616], [-8.060, -1.625, 5.447], [8.858, -4.258, 1.321], [-2.213, 2.866, -0.741], [-1.095, 3.589, 0.029], [6.709, -1.242, -1.445], [5.378, -1.192, -2.142], [-5.959, -3.484, 1.438], [1.388, 3.253, 0.413], [0.415, -5.313, -3.128], [1.722, -5.382, -2.384], [7.986, 3.344, -0.943], [8.568, -5.312, 0.284], [-5.289, -3.577, 0.093], [-5.959, 6.403, -1.882], [8.523, 3.172, -2.340], [1.922, 0.366, 0.223], [-1.877, 2.475, -1.689], [0.873, 0.585, 0.409], [-6.070, 2.149, 1.151], [-4.487, -2.843, 0.043], [-5.993, -3.383, -0.713], [-1.313, 4.647, 0.073], [-6.420, -2.807, 6.200], [1.071, 2.649, 1.264], [1.621, 4.240, 0.797], [-8.857, -2.226, 5.880], [7.783, 4.398, -0.764], [-5.155, 7.126, -1.995], [8.697, 2.997, -0.198], [9.383, 3.825, -2.480], [2.051, -0.556, -0.322], [0.491, 4.224, -1.264], [2.142, -6.383, -2.407], [0.246, 2.496, -1.269], [2.436, -4.695, -2.836], [-5.869, 6.256, 0.265], [7.171, -2.223, -1.526], [-0.051, -4.338, -3.013], [5.522, -1.318, -3.214], [2.410, 0.270, 1.188], [-1.049, 3.228, 1.053], [7.376, -0.505, -1.885], [9.415, -5.459, -0.379], [-7.094, -3.361, 4.664], [-6.687, 6.570, -2.670], [9.645, -4.611, 1.985], [7.976, -4.033, 1.915], [-5.537, 0.307, -0.593], [-8.410, -1.213, 4.504], [-5.287, -3.780, 2.238], [-3.036, 3.572, -0.849], [-3.217, 2.006, 3.187], [-2.490, -1.471, -1.020], [-6.888, 7.560, -0.351], [-6.277, -2.460, 1.619], [7.773, 3.419, -3.086], [4.866, -0.248, -1.973], [-2.023, 1.310, 0.683], [0.590, -5.491, -4.187], [8.344, -6.256, 0.778]], "lowdin_charge": [0.569, 0.543, 0.534, 0.538, 0.520, 0.557, 0.535, 0.558, 0.544, 0.544, 0.554, 0.501, 0.566, 0.544, 0.888, 0.867, -0.006, -0.221, -0.200, 0.105, -0.255, -0.239, -0.322, -0.661, -0.636, -0.149, -0.507, -0.664, -0.651, -0.240, -0.174, -0.677, -0.635, -0.701, -0.196, -0.670, -0.664, -0.648, -0.650, -0.684, -0.637, -0.651, 0.030, 0.107, 0.065, 0.096, 0.036, 0.070, 0.120, 0.073, 0.114, 0.138, 0.078, 0.072, 0.077, 0.071, 0.073, 0.075, 0.130, 0.072, 0.111, 0.050, 0.063, 0.010, 0.059, 0.080, 0.102, 0.091, 0.014, 0.069, 0.064, 0.073, 0.072, 0.069, 0.061, 0.066, 0.053, 0.044, 0.074, 0.078, 0.078, 0.038, 0.068, 0.035, 0.107, 0.073, 0.073]}



{"formula": "C26H61B3O15", "method": "wB97M-V/def2-TZVPD", "gap_ev": 9.437, "e_tot_ev": -60692.359, "largest_force_ha_per_bohr": 0.028, "species": ["O", "O", "O", "O", "O", "O", "O", "O", "O", "O", "O", "O", "O", "O", "O", "C", "C", "C", "C", "C", "C", "C", "C", "C", "C", "C", "C", "C", "C", "C", "C", "C", "C", "C", "C", "C", "C", "C", "C", "C", "C", "B", "B", "B", "H", "H", "H", "H", "H", "H", "H", "H", "H", "H", "H", "H", "H", "H", "H", "H", "H", "H", "H", "H", "H", "H", "H", "H", "H", "H", "H", "H", "H", "H", "H", "H", "H", "H", "H", "H", "H", "H", "H", "H", "H", "H", "H", "H", "H", "H", "H", "H", "H", "H", "H", "H", "H", "H", "H", "H", "H", "H", "H", "H", "H"], "coordinates": [[0.773, 2.287, 6.423], [1.171, -6.742, -3.442], [1.307, -1.160, -0.170], [-2.311, -1.727, -3.646], [-3.835, 7.608, 1.290], [2.654, -5.244, -5.492], [-1.006, -1.112, -0.742], [-6.218, 3.229, -4.015], [4.508, -1.946, 2.852], [7.427, -2.655, 3.444], [2.684, 0.054, 6.365], [-4.062, 1.442, -4.035], [0.349, -2.839, -1.574], [-5.508, 5.538, 0.027], [2.915, -3.000, 1.178], [0.200, -5.708, -3.501], [-6.876, 4.372, -3.463], [7.104, -3.735, 2.564], [-3.170, -0.641, -3.351], [2.794, -6.636, -5.253], [-6.456, 5.731, -3.976], [2.500, -0.040, 7.767], [2.042, -3.576, 0.204], [-5.105, 3.445, -4.839], [3.148, -4.437, -4.437], [1.523, -7.260, -4.713], [6.415, -2.297, 4.362], [1.851, 3.109, 6.841], [-5.252, 7.578, 1.339], [2.488, -3.212, 2.492], [-3.017, 0.522, -4.298], [-5.804, 6.169, 1.263], [-0.939, -1.488, -3.340], [1.473, 0.092, 5.627], [-3.319, 7.881, -0.001], [1.067, 1.509, 5.275], [5.395, -1.346, 3.782], [6.881, -3.246, 1.126], [-4.532, 2.101, -5.195], [3.545, -2.747, 3.491], [-4.373, 4.689, 0.083], [-0.553, -1.823, -1.843], [1.204, -2.490, -0.570], [0.095, -0.519, -0.164], [-5.550, 8.015, 2.296], [0.671, -0.418, 6.171], [-3.362, 8.956, -0.207], [-2.988, 0.190, -5.332], [1.324, -4.237, 0.696], [5.948, -3.165, 4.823], [-0.350, -2.131, -3.984], [3.031, -7.104, -6.213], [-5.428, 5.988, -3.760], [1.691, -8.334, -4.589], [0.153, 1.467, 4.675], [-4.644, 3.721, 0.517], [5.828, -3.224, 0.886], [7.406, -3.881, 0.422], [7.954, -4.408, 2.556], [4.238, -4.351, -4.504], [-4.027, 4.530, -0.937], [-7.070, 6.463, -3.462], [-3.561, 5.130, 0.665], [0.386, -5.019, -4.327], [-6.677, 5.855, -5.027], [-3.863, 7.342, -0.780], [-0.803, -6.136, -3.608], [4.048, -3.606, 3.926], [1.844, 1.990, 4.674], [0.249, -5.153, -2.568], [3.426, 0.278, 8.244], [1.667, 3.396, 7.875], [1.568, -2.644, 2.668], [-6.805, 4.356, -2.380], [0.020, 0.566, 0.308], [2.808, 2.585, 6.788], [0.700, -7.130, -5.423], [4.801, -0.914, 4.595], [1.649, -0.455, 4.694], [2.710, -3.445, -4.545], [2.876, -4.834, -3.457], [2.293, -1.076, 8.055], [-4.182, -1.013, -3.472], [-4.309, 4.001, -4.344], [3.629, -6.824, -4.571], [-3.089, -0.319, -2.316], [-7.931, 4.262, -3.698], [1.899, 4.012, 6.225], [-5.374, 3.909, -5.787], [6.232, -4.271, 2.924], [5.910, -0.531, 3.293], [-6.894, 6.221, 1.343], [1.688, 0.599, 8.116], [-5.322, 1.505, -5.651], [-2.072, 1.038, -4.114], [7.284, -2.247, 1.051], [-2.278, 7.561, -0.017], [2.290, -4.268, 2.686], [-5.675, 8.195, 0.540], [3.074, -2.166, 4.284], [6.915, -1.759, 5.164], [2.650, -4.183, -0.462], [-3.730, 2.287, -5.906], [-5.435, 5.566, 2.099], [-0.620, -0.466, -3.557]], "lowdin_charge": [-0.190, -0.188, 0.283, -0.117, -0.190, -0.189, 0.277, -0.124, -0.129, -0.138, -0.204, -0.119, 0.314, -0.203, -0.133, -0.098, -0.242, -0.242, -0.180, -0.205, -0.090, -0.106, -0.045, -0.228, -0.107, -0.207, -0.203, -0.110, -0.206, -0.185, -0.198, -0.205, -0.063, -0.202, -0.110, -0.202, -0.172, -0.058, -0.199, -0.178, -0.104, -0.476, -0.495, -0.337, 0.125, 0.130, 0.088, 0.131, 0.128, 0.115, 0.121, 0.125, 0.068, 0.125, 0.126, 0.091, 0.055, 0.065, 0.107, 0.090, 0.086, 0.078, 0.084, 0.086, 0.073, 0.079, 0.094, 0.110, 0.128, 0.076, 0.090, 0.089, 0.127, 0.105, 0.121, 0.082, 0.127, 0.116, 0.110, 0.087, 0.079, 0.089, 0.135, 0.127, 0.126, 0.130, 0.112, 0.089, 0.126, 0.106, 0.131, 0.125, 0.084, 0.134, 0.121, 0.077, 0.089, 0.125, 0.126, 0.106, 0.126, 0.127, 0.125, 0.127, 0.121]}



{"formula": "C4H10NO", "method": "wB97M-V/def2-TZVPD", "gap_ev": 10.289, "smiles": "CC(C)(O)C=[NH2+]", "e_tot_ev": -7839.349, "relative_energy_kj_mol": 189.9, "largest_force_ha_per_bohr": 0.088, "total_charge": 1, "species": ["O", "N", "C", "C", "C", "C", "H", "H", "H", "H", "H", "H", "H", "H", "H", "H"], "coordinates": [[0.103, 1.031, -1.238], [-0.290, -1.601, -1.800], [-0.060, -1.219, -0.614], [0.185, 0.141, -0.197], [1.463, 0.638, 0.820], [-1.211, 0.260, 0.703], [-2.078, 0.537, 0.049], [-0.256, -1.914, 0.213], [2.330, 0.399, 0.116], [0.458, 2.010, -1.119], [1.420, -0.044, 1.641], [-1.459, -0.521, 1.455], [1.339, 1.646, 1.209], [-0.996, 1.268, 1.264], [-0.831, -2.470, -2.007], [-0.400, -0.867, -2.570]], "nbo_charge": [-0.745, -0.631, 0.268, 0.198, -0.576, -0.642, 0.248, 0.243, 0.240, 0.535, 0.225, 0.239, 0.244, 0.250, 0.446, 0.458]}